# 1
{"formula": "C5H11BClO5S", "method": "ωB97M-V/def2-TZVPD", "orbital_gap_ev": 6.36, "largest_force_ev_per_a": 4.45, "e_tot_ha": -1456.3151, "homo_energy_ev": -12.9, "relative_energy_ev": 0.000, "total_charge": 1, "species": ["C", "O", "B", "O", "S", "Cl", "H", "H", "H", "H", "H", "C", "C", "C", "O", "C", "O", "O", "H", "H", "H", "H", "H", "H"], "xyz": [[-4.55734, 3.28473, -0.15812], [-4.70954, 1.99533, 0.49509], [-3.52351, 1.24646, 0.40675], [-3.33544, 0.36988, -0.64511], [-2.29290, 1.53809, 1.79458], [-0.41438, 0.88912, 1.30838], [-4.79219, 4.10834, 0.55677], [-3.51437, 3.40127, -0.55060], [-5.27325, 3.37405, -1.00234], [-4.17636, -0.08314, -0.81756], [-2.20336, 2.92096, 1.90077], [1.66024, -2.39441, -1.10142], [2.82362, -2.23648, -0.14947], [2.92291, -0.88712, 0.50414], [4.30520, -0.83166, 0.84664], [4.96218, -1.58176, -0.08486], [6.13564, -1.59847, -0.22888], [4.07879, -2.30699, -0.82932], [1.76534, -3.31069, -1.68355], [0.71617, -2.43411, -0.55418], [1.61380, -1.56911, -1.81567], [2.80479, -3.04017, 0.59388], [2.29526, -0.79688, 1.39247], [2.70871, -0.05726, -0.17837]], "forces_ev_per_a": [[0.0, 1.1, -0.3], [2.2, -0.8, 0.7], [-2.9, 0.2, -3.4], [0.6, 0.6, 2.7], [1.2, 0.0, 0.8], [-1.1, 0.6, 0.1], [0.3, -0.8, -0.4], [-0.8, 0.1, 0.2], [0.5, -0.3, 0.5], [0.0, 0.2, -0.5], [0.1, -0.9, -0.5], [0.2, 0.0, -0.3], [-0.7, -0.2, -0.5], [0.0, 0.2, 0.4], [-0.1, 0.0, -0.1], [0.5, -0.1, -0.2], [-0.1, 0.1, 0.1], [0.1, 0.2, 0.4], [-0.1, 0.0, 0.1], [0.1, -0.1, 0.0], [0.1, 0.0, 0.1], [0.0, 0.1, 0.1], [0.2, 0.0, 0.1], [-0.1, -0.1, -0.1]]}

# 2
{"formula": "C2H3BrOS", "method": "ωB97M-V/def2-TZVPD", "orbital_gap_ev": 8.72, "largest_force_ev_per_a": 2.47, "e_tot_ha": -3125.3809, "homo_energy_ev": -9.1, "relative_energy_ev": 1.505, "species": ["C", "C", "O", "S", "Br", "H", "H", "H"], "xyz": [[-0.91088, -0.27053, -1.39774], [-0.08481, -0.00872, -0.17149], [-2.00893, 0.75694, -3.57137], [-1.22000, 1.06171, -2.34794], [-1.32926, -1.92223, -2.01102], [-0.58127, -0.16055, 0.74497], [0.82618, -0.72489, -0.01874], [-0.10435, 1.12955, -0.20671]], "forces_ev_per_a": [[0.6, 1.7, -0.4], [0.5, 0.2, -0.6], [0.6, 0.2, 0.9], [-0.5, -1.3, -0.1], [-0.4, -1.1, -0.2], [-1.3, -0.6, 1.0], [-1.0, 2.0, -0.9], [1.6, -1.1, 0.3]]}

# 3
{"formula": "C3H9N3", "method": "ωB97M-V/def2-TZVPD", "orbital_gap_ev": [2.47, 6.54], "largest_force_ev_per_a": 3.38, "spin_multiplicity": 2, "e_tot_ha": -283.8460, "homo_energy_ev": [1.7, -2.5], "relative_energy_ev": 2.165, "total_charge": -1, "species": ["C", "C", "N", "C", "N", "N", "H", "H", "H", "H", "H", "H", "H", "H", "H"], "xyz": [[-1.96232, 0.91253, -0.65821], [-1.00363, -0.14564, -0.09322], [0.19718, 0.41018, 0.64422], [1.45020, -0.21913, 0.49216], [1.38752, -1.65217, 0.35017], [2.55346, 0.48190, 0.47416], [-2.37074, 0.48900, -1.56581], [-1.27204, 1.66701, -0.83413], [-2.74628, 1.13553, 0.13816], [-1.58626, -0.88937, 0.49022], [-0.59136, -0.75107, -0.85099], [0.39238, 1.45217, 0.27570], [0.60111, -2.06693, -0.18908], [2.31878, -1.84740, 0.01385], [2.63200, 1.02339, 1.31281]], "forces_ev_per_a": [[-0.5, -2.0, 2.1], [0.5, -0.4, 1.4], [-1.8, 2.8, -0.5], [-2.0, -1.0, -0.4], [-0.1, 0.0, 0.3], [1.6, -0.2, -0.7], [-0.5, 0.3, -0.2], [0.4, 2.2, -0.7], [0.9, 0.2, -1.3], [0.4, 0.5, 0.4], [0.3, -0.5, -1.7], [-0.5, -2.5, 0.8], [1.2, 0.5, 0.1], [0.0, -0.7, -0.4], [0.3, 0.7, 0.8]]}